i) A single C3H6N2OS molecule. Source: the Open Molecules 2025 dataset; level of theory: the ωB97M-V functional and the def2-TZVPD basis.

```
13
Properties=species:S:1:pos:R:3
C 0.81 -0.69 -0.36
C -0.42 1.53 -0.27
C 0.81 2.21 0.02
H 1.33 0.82 -1.61
H 2.29 -0.72 -1.74
H -1.25 0.07 2.10
H -1.37 1.94 -0.74
H 0.89 3.26 -0.26
H 1.69 1.53 0.36
N 1.43 -0.12 -1.30
N -0.35 0.11 0.10
O 0.95 -1.87 -0.02
S -1.62 -0.63 0.88
```

Calculated values
SMILES   C=CN(S)C(N)=O
Net charge   0
Orbital gap   9.4 eV
LUMO   0.713 eV

=====

ii) A single C3H6N2OS molecule. Source: the Open Molecules 2025 dataset; level of theory: the ωB97M-V functional and the def2-TZVPD basis.

```
13
Properties=species:S:1:pos:R:3
C -1.61 -0.82 -2.53
C 0.97 -0.31 1.27
C 0.36 0.39 0.03
N -1.26 -1.80 -3.02
N -1.04 -0.19 -0.05
O 0.38 1.75 0.31
S -1.89 0.48 -1.49
H 0.25 -0.66 2.06
H 1.77 0.37 1.61
H 1.39 -1.26 0.97
H 1.05 0.09 -0.84
H -1.52 -0.02 0.82
H 1.13 1.97 0.86
```

Calculated values
SMILES   C[C@H](O)NSC#N
Net charge   0
Orbital gap   10.1 eV
LUMO   0.330 eV

=====

Which structure is most stable? ii), by 0.0169 hartree over the runner-up.

=====

i) A single C2H6N2S2 molecule. Source: the Open Molecules 2025 dataset; level of theory: the ωB97M-V functional and the def2-TZVPD basis.

```
12
Properties=species:S:1:pos:R:3
C -0.53 -1.13 0.47
C 0.86 0.74 -0.47
H -0.67 -2.24 0.89
H -1.04 -0.20 1.19
H -1.16 -1.26 -0.37
H 1.63 0.08 1.99
H 1.93 1.03 -0.71
H -2.00 2.05 -2.31
N 0.87 -0.68 0.05
N -0.19 1.31 -0.87
S 2.12 -0.98 1.09
S -1.81 1.26 -0.94
```

Calculated values
SMILES   CN(S)/C=N\S
Net charge   0
Orbital gap   8.9 eV
LUMO   0.476 eV

=====

ii) A single C2H6N2S2 molecule. Source: the Open Molecules 2025 dataset; level of theory: the ωB97M-V functional and the def2-TZVPD basis.

```
12
Properties=species:S:1:pos:R:3
C -1.83 -0.31 0.36
C 0.94 -0.55 -0.13
H -2.70 -0.92 0.48
H -2.11 0.64 -0.12
H -1.36 -0.11 1.35
H 1.61 -2.17 -0.74
H 2.13 0.89 0.66
H 0.44 2.10 -1.33
N 1.95 -1.32 -0.26
N 1.16 0.69 0.45
S -0.64 -1.08 -0.75
S 0.42 2.15 0.02
```

Calculated values
SMILES   [H]/N=C(/NS)SC
Net charge   0
Orbital gap   9.6 eV
LUMO   0.646 eV

=====

iii) A single C2H6N2S2 molecule. Source: the Open Molecules 2025 dataset; level of theory: the ωB97M-V functional and the def2-TZVPD basis.

```
12
Properties=species:S:1:pos:R:3
C 2.10 -0.86 0.04
C 0.60 -0.40 0.21
N -0.95 1.29 -0.30
N 0.21 0.66 -0.37
S -2.37 0.62 0.55
S -3.12 -1.08 -0.05
H 2.64 -0.40 -0.80
H 2.28 -1.86 -0.07
H 2.50 -0.66 0.97
H 0.14 -1.01 0.97
H -1.07 2.13 -0.90
H -2.94 1.55 -0.25
```

Calculated values
Net charge   0
Orbital gap   8.7 eV
LUMO   -0.007 eV

=====

iv) A single C2H6N2S2 molecule. Source: the Open Molecules 2025 dataset; level of theory: the ωB97M-V functional and the def2-TZVPD basis.

```
12
Properties=species:S:1:pos:R:3
C 2.90 -0.06 0.12
C -0.86 1.54 -0.18
H 3.39 0.68 0.90
H 3.15 0.20 -0.93
H 3.44 -1.01 0.34
H -0.93 2.60 -0.87
H -2.89 1.12 0.53
H -1.46 -1.97 0.86
N 0.35 1.12 -0.38
N -1.85 0.66 0.80
S 1.19 -0.42 0.08
S -1.59 -1.02 -0.29
```

Calculated values
SMILES   CS/N=C\NS
Net charge   0
Orbital gap   8.1 eV
LUMO   -0.159 eV

=====

Which structure is most stable? ii), by 0.0901 hartree over the runner-up.

=====

i) 2 unconnected molecules or ions with the total composition C2H6N2OS. Source: the Open Molecules 2025 dataset; level of theory: the ωB97M-V functional and the def2-TZVPD basis.

```
12
Properties=species:S:1:pos:R:3
C 0.80 -1.08 0.09
C -1.32 -0.01 -0.83
N 1.40 1.09 0.84
N 1.82 -0.17 0.31
O 1.79 1.02 -0.57
S -2.01 1.13 0.34
H 1.10 -1.86 -0.59
H 0.11 -1.42 0.87
H -1.12 0.55 -1.71
H -1.74 -1.02 -0.88
H 2.11 1.55 1.40
H -2.94 0.21 0.74
```

Calculated values
Net charge   0
Orbital gap (alpha / beta)   8.2 / 7.9 eV
LUMO (alpha / beta)   0.308 / 0.190 eV

=====

ii) A molecular structure, C2H6N2OS. Source: the Open Molecules 2025 dataset; level of theory: the ωB97M-V functional and the def2-TZVPD basis.

```
12
Properties=species:S:1:pos:R:3
C 0.86 -1.30 -0.01
C 0.26 0.13 -0.10
H 1.97 -1.26 -0.19
H -0.09 -2.02 -0.76
H 0.51 -1.51 1.05
H 1.27 1.34 1.27
H -0.56 2.49 1.34
H -2.88 -0.93 -1.75
N 1.06 1.30 0.13
N -0.98 0.44 -0.17
O 0.39 2.44 -0.23
S -1.82 -1.12 -0.57
```

Calculated values
Net charge   0
Orbital gap   7.2 eV
LUMO   -1.866 eV

=====

iii) A single C2H6N2OS molecule. Source: the Open Molecules 2025 dataset; level of theory: the ωB97M-V functional and the def2-TZVPD basis.

```
12
Properties=species:S:1:pos:R:3
C 0.43 -2.87 -1.64
C 0.21 -0.04 0.17
H -0.70 -2.98 -1.66
H 0.85 -3.80 -1.41
H 0.64 -2.41 -2.66
H 0.65 -0.36 1.09
H -0.66 1.56 -0.74
H 0.42 2.97 1.34
N 0.21 -0.82 -0.85
N -0.39 1.21 0.14
O 0.90 -2.00 -0.60
S -0.69 2.24 1.41
```

Calculated values
SMILES   CO/N=C/NS
Net charge   0
Orbital gap   9.4 eV
LUMO   0.814 eV

=====

Which structure is most stable? iii), by 0.2002 hartree over the runner-up.